No. 1
DFT (wB97M-V/def2-TZVPD) results for the molecule CHBrN2 at a distorted geometry.

The calculation puts the LUMO energy (alpha / beta) at -2.433 / -2.432 eV. The HOMO-LUMO gap (alpha / beta) comes out at 7.1 / 7.1 eV. The spin multiplicity is 1. The calculation puts the calculated total energy at -74072.53844 eV.

```
5
CHBrN2 | the Open Molecules 2025 dataset | wB97M-V/def2-TZVPD
Br -2.89 -0.51 -0.04
N -0.87 -0.09 0.19
N 1.55 -0.07 -0.05
C 0.33 -0.14 0.05
H 1.87 0.81 -0.15
```


No. 2
DFT (wB97M-V/def2-TZVPD) results for a cluster of 14 separate species, C28H78NO20P in total at a distorted geometry.

The calculation puts the LUMO energy at 0.433 eV. The HOMO-LUMO gap comes out at 10.4 eV. The spin multiplicity is 1. The calculation puts the calculated total energy at -82024.10815 eV.

```
128
C28H78NO20P | the Open Molecules 2025 dataset | wB97M-V/def2-TZVPD
P 1.83 -3.59 2.78
O 3.38 -1.77 -5.28
O 2.22 -2.90 1.53
O -4.42 0.78 -1.22
O -2.62 -0.55 -5.72
O -5.67 2.80 2.44
O 1.01 7.49 4.36
O -2.29 -3.50 1.54
O 5.96 -1.78 3.27
O 0.33 4.97 0.60
O 6.00 0.06 -7.14
O -6.36 -3.35 3.29
O 0.94 -2.10 -0.93
O 7.75 -2.15 -10.47
O -0.24 5.45 5.79
O -2.21 -5.65 0.91
O 0.14 -0.52 3.58
O 1.78 3.02 5.94
O 2.26 -1.15 4.06
O -1.03 2.74 -4.13
O -6.11 -0.66 -1.53
N 0.66 -2.74 3.67
C 6.13 -1.18 -7.83
C 0.60 0.74 3.03
C 0.17 1.40 0.58
C -3.87 -0.07 -6.18
C 4.50 -1.83 -4.40
C -0.73 -3.04 3.28
C -4.88 -0.94 0.45
C -2.12 1.35 -0.55
C -6.62 2.37 3.41
C -3.02 0.50 -1.42
C 1.10 -1.41 3.80
C 1.73 -2.14 -2.12
C -0.72 0.74 -0.47
C -4.50 -0.26 1.54
C -5.17 -0.30 -0.85
C -1.54 -5.05 -1.78
C 0.75 5.40 1.89
C -2.28 3.25 -4.59
C -1.24 4.43 5.77
C 1.67 8.74 4.44
C 1.56 1.74 6.54
C 6.01 -3.08 2.71
C 8.38 -3.35 -10.02
C -0.42 1.24 2.00
C -2.08 -3.99 -0.83
C -2.18 -4.49 0.59
C -5.40 -4.38 3.06
C -1.03 -2.85 1.80
H -3.74 0.77 -6.88
H 2.76 -1.85 -1.91
H -1.28 -4.60 -2.74
H -0.96 -4.07 3.55
H -4.36 -0.89 -6.70
H 4.33 -2.65 -3.70
H -4.42 -0.74 2.51
H 6.99 -3.49 2.94
H 5.13 0.42 -7.34
H 1.82 5.23 2.02
H -0.67 6.27 6.04
H -2.14 4.10 -5.26
H 0.21 4.80 2.62
H -1.40 -2.41 3.88
H -3.11 -3.72 -1.11
H 0.80 5.47 -0.07
H 1.94 0.99 5.86
H 8.50 -3.26 -8.94
H -1.21 0.49 1.94
H -1.70 4.32 6.76
H 0.73 1.47 3.83
H -4.31 0.80 1.47
H 0.28 2.47 0.35
H 1.30 -1.44 -2.83
H 7.64 -2.22 -11.42
H 4.60 -0.90 -3.83
H 1.57 0.60 2.56
H 0.52 6.45 2.07
H 1.28 6.95 5.10
H 2.76 8.63 4.40
H 3.53 -1.04 -5.88
H 1.72 -3.14 -2.56
H -2.78 0.65 -2.47
H 2.09 1.66 7.49
H -6.96 1.35 3.22
H -0.25 0.81 -1.46
H -0.85 2.18 2.34
H -1.45 -3.10 -0.83
H -2.29 -5.83 -1.93
H -1.13 -1.80 1.53
H -2.91 3.56 -3.75
H 1.40 9.28 5.35
H 2.90 -3.72 3.66
H 5.25 -3.72 3.15
H -0.26 -3.29 1.17
H 0.49 1.57 6.71
H -0.66 -5.52 -1.36
H 9.37 -3.48 -10.47
H 5.88 -3.05 1.62
H 5.42 -2.02 -4.95
H -2.01 2.37 -0.96
H -5.52 -5.21 3.76
H -6.09 2.78 1.58
H 5.09 -1.40 3.08
H -0.59 3.44 -3.64
H 7.13 -1.56 -7.63
H 6.03 -1.04 -8.91
H 5.39 -1.90 -7.48
H 7.77 -4.23 -10.23
H -0.77 -0.32 -0.20
H 1.44 3.70 6.53
H 1.15 0.93 0.51
H 1.35 9.33 3.58
H -0.75 3.50 5.50
H -6.12 2.39 4.38
H -2.58 1.44 0.43
H -2.16 0.16 -5.25
H -5.46 -4.76 2.03
H -2.79 -0.55 -1.20
H -2.02 4.65 5.04
H -4.51 0.25 -5.35
H -4.42 -3.93 3.20
H 1.23 -4.84 2.59
H -7.48 3.03 3.45
H -5.05 -2.01 0.47
H -7.23 -3.72 3.16
H 1.33 -2.71 -0.28
H -2.78 2.46 -5.13
```


No. 3
DFT (wB97M-V/def2-TZVPD) results for a structure of composition C5H12N2O2Pb at a distorted geometry.

The calculation puts the LUMO energy (alpha / beta) at -10.636 / -11.837 eV. The HOMO-LUMO gap (alpha / beta) comes out at 7.5 / 6.0 eV. The spin multiplicity is 1. The calculation puts the calculated total energy at -17677.51158 eV. As for the net charge: +2.

```
22
C5H12N2O2Pb | the Open Molecules 2025 dataset | wB97M-V/def2-TZVPD
Pb 0.84 0.92 -2.16
O 1.78 1.59 0.25
O -2.10 -1.61 -1.01
N 0.72 0.86 0.12
N -1.15 -0.61 -0.62
C 0.89 -0.04 2.43
C -1.45 -1.84 1.53
C -0.81 -0.81 0.66
C 0.25 0.04 1.10
C 0.76 3.11 -2.59
H 1.25 -1.82 -1.90
H 0.28 3.09 -3.58
H -2.20 -2.39 0.96
H 0.87 0.93 2.93
H 0.34 -0.76 3.05
H -2.24 -1.43 -1.96
H -1.92 -1.37 2.41
H 0.09 3.56 -1.84
H 1.69 3.70 -2.62
H 1.94 -0.38 2.35
H 0.87 -2.21 -1.41
H -0.69 -2.54 1.91
```


No. 4
DFT (wB97M-V/def2-TZVPD) results for the molecule C4H4N2O2 at a distorted geometry.

The calculation puts the LUMO energy at -0.767 eV. The HOMO-LUMO gap comes out at 9.0 eV. The spin multiplicity is 1. The calculation puts the calculated total energy at -11282.33865 eV.

```
12
C4H4N2O2 | the Open Molecules 2025 dataset | wB97M-V/def2-TZVPD
O 0.05 0.93 1.92
O -1.74 -0.73 1.68
N 0.05 -0.01 0.73
N -2.11 -1.90 -1.50
C -1.14 -0.65 0.58
C -1.69 -1.16 -0.70
C 1.40 0.30 -1.48
C 0.88 0.70 -0.27
H 1.48 1.39 0.43
H 2.32 1.23 -1.66
H -0.52 0.32 2.64
H 1.03 -0.42 -2.37
```